91
Properties=species:S:1:pos:R:3 method="wB97M-V/def2-TZVPD" homo_ev=-7.87 orbital_gap_ev=8.17 charge=0 lumo_energy_ev=0.31
In -0.59394 -0.07729 0.30317
O 0.44397 -0.74912 3.95365
C -0.63356 -0.73565 3.38402
O -0.95429 0.02545 2.37375
C -1.73433 -1.68139 3.80276
C -1.92043 -2.85435 3.08469
C -2.96173 -3.74011 3.38727
C -3.78678 -3.38953 4.42425
O -4.87242 -4.06736 4.91648
C -5.38540 -3.27658 5.99002
O -4.55950 -2.11984 6.11482
C -3.59924 -2.22435 5.14250
C -2.58413 -1.34672 4.86347
H -1.26677 -3.08150 2.25097
H -3.11387 -4.65512 2.82792
H -5.35444 -3.85218 6.91476
H -6.40890 -2.97340 5.76651
H -2.44964 -0.43641 5.43596
N -1.18348 -2.00430 -0.18030
C -2.36396 -2.47029 -0.20579
C -2.56514 -3.94231 -0.48636
C -3.71372 -4.60777 -0.06121
C -3.87010 -5.96837 -0.29470
C -2.88555 -6.67638 -0.96678
C -1.73656 -6.02126 -1.39400
C -1.57622 -4.66640 -1.15027
C -3.61950 -1.68180 0.04627
C -3.83547 -1.02762 1.25253
C -4.98269 -0.26589 1.43686
C -5.91459 -0.14486 0.41517
C -5.70612 -0.80508 -0.78976
C -4.57121 -1.58115 -0.96773
H -4.48211 -4.05916 0.47123
H -4.76451 -6.47489 0.04602
H -3.01105 -7.73477 -1.15830
H -0.96035 -6.56799 -1.91670
H -0.68074 -4.14512 -1.46255
H -3.10992 -1.12206 2.05168
H -5.14521 0.23653 2.38370
H -6.80413 0.45813 0.55831
H -6.43184 -0.71796 -1.59108
H -4.41591 -2.11041 -1.90130
O -0.52638 0.11616 -2.30164
H -0.53806 -0.82462 -2.52932
H -1.46614 0.35661 -2.17394
C -3.10981 3.21795 2.22425
C -3.79398 3.44449 0.87757
C -2.86199 3.51425 -0.36628
C -3.72055 3.73728 -1.61456
C -2.90764 3.78121 -2.90788
C -1.92340 4.69256 -0.17106
O -2.29334 5.84024 -0.26353
N -0.61510 4.39495 0.14834
C -0.04017 3.13066 0.24632
O 1.13770 3.02144 0.52441
N -0.85909 2.06046 -0.01585
C -2.13523 2.19384 -0.45258
O -2.71742 1.17833 -0.85381
H -3.86440 3.17245 3.01116
H -2.42543 4.03360 2.47272
H -2.55209 2.27983 2.26021
H -4.34175 4.38821 0.89668
H -4.50725 2.64164 0.68472
H -4.24357 4.68373 -1.47851
H -4.45869 2.93631 -1.65832
H -2.16001 4.57896 -2.87411
H -3.55837 3.98213 -3.76018
H -2.39683 2.83251 -3.09222
H 0.00807 5.17357 0.29614
C 4.39886 1.96401 0.21699
C 4.28556 0.58428 -0.42382
N 3.81277 -0.45057 0.49437
C 4.83621 -1.11604 1.29996
C 5.53504 -2.25884 0.57316
C 2.50520 -0.73738 0.62536
C 2.10351 -1.92714 1.44698
N 1.56088 -0.04539 0.05081
H 4.67148 2.70084 -0.54108
H 5.17225 1.97182 0.98915
H 3.45819 2.27256 0.67264
H 5.26161 0.26076 -0.78745
H 3.62340 0.61002 -1.28874
H 4.38930 -1.46260 2.22813
H 5.56897 -0.35594 1.57221
H 4.82556 -3.03009 0.26993
H 6.27712 -2.71567 1.23107
H 6.05004 -1.90172 -0.32124
H 2.84509 -2.71987 1.43017
H 1.16469 -2.31422 1.04746
H 1.92502 -1.62098 2.48120
H 1.85084 0.80075 -0.42275